{
  "formula": "C14H14F3N3OS2",
  "method": "ωB97M-V/def2-TZVPD",
  "multiplicity": 1,
  "smiles": "CCCNC(=O)CSc1nc(-c2cccs2)cc(C(F)(F)F)n1",
  "lumo_ev": -0.71,
  "e_homo_ev": -9.02,
  "symbols": ["C", "C", "C", "N", "C", "O", "C", "S", "C", "N", "C", "C", "C", "C", "C", "S", "C", "C", "C", "F", "F", "F", "N", "H", "H", "H", "H", "H", "H", "H", "H", "H", "H", "H", "H", "H", "H"],
  "positions_angstrom": [[-1.82, -2.05, -4.25], [-1.47, -2.74, -2.94], [-2.23, -2.12, -1.76], [-1.85, -0.74, -1.55], [-2.71, 0.28, -1.66], [-3.89, 0.17, -1.88], [-2.04, 1.65, -1.47], [-1.80, 2.06, 0.30], [-0.25, 1.36, 0.65], [0.22, 1.61, 1.86], [1.41, 1.13, 2.19], [1.89, 1.43, 3.51], [1.23, 2.16, 4.47], [1.97, 2.27, 5.66], [3.17, 1.63, 5.59], [3.43, 0.87, 4.08], [2.15, 0.36, 1.27], [1.55, 0.15, 0.05], [2.23, -0.70, -1.01], [2.18, -2.01, -0.68], [1.65, -0.59, -2.21], [3.52, -0.39, -1.15], [0.36, 0.63, -0.29], [-1.30, -2.52, -5.08], [-2.89, -2.11, -4.44], [-1.54, -1.00, -4.22], [-0.40, -2.66, -2.76], [-1.73, -3.79, -2.99], [-2.02, -2.69, -0.84], [-3.30, -2.13, -1.94], [-0.87, -0.54, -1.38], [-2.71, 2.42, -1.84], [-1.07, 1.70, -1.95], [0.26, 2.59, 4.30], [1.63, 2.81, 6.53], [3.92, 1.56, 6.35], [3.13, -0.04, 1.51]]
}


{
  "formula": "C14H14LiO11",
  "method": "ωB97M-V/def2-TZVPD",
  "multiplicity": 1,
  "total_charge": -3,
  "lumo_ev": 6.31,
  "e_homo_ev": 1.55,
  "symbols": ["Li", "C", "C", "C", "O", "C", "C", "C", "O", "O", "O", "H", "H", "C", "C", "C", "O", "C", "C", "C", "O", "O", "O", "H", "H", "O", "H", "H", "C", "O", "H", "H", "H", "H", "C", "O", "H", "H", "H", "H"],
  "positions_angstrom": [[0.22, -0.17, -0.02], [1.29, -1.23, 3.43], [1.72, -1.52, 4.76], [0.81, -1.09, 5.92], [1.16, -1.36, 7.09], [-0.38, -0.40, 5.61], [-0.77, -0.02, 4.30], [0.12, -0.53, 3.11], [-0.27, -0.32, 1.94], [-1.76, 0.68, 4.03], [2.80, -2.07, 5.01], [2.00, -1.39, 2.62], [-1.00, -0.06, 6.43], [-0.85, 1.27, -3.77], [-2.05, 1.84, -4.30], [-3.24, 2.02, -3.35], [-4.27, 2.52, -3.81], [-3.10, 1.60, -2.01], [-1.89, 1.12, -1.47], [-0.69, 1.01, -2.43], [0.41, 0.63, -1.90], [-1.71, 0.75, -0.29], [-2.16, 2.16, -5.48], [0.05, 1.19, -4.38], [-3.93, 1.74, -1.32], [0.89, -2.14, -0.23], [1.18, -2.24, -1.15], [0.42, -2.94, -0.01], [0.47, -1.99, -4.23], [1.00, -1.66, -2.97], [0.30, -3.07, -4.23], [-0.46, -1.45, -4.43], [1.17, -1.73, -5.03], [0.90, -0.69, -2.77], [1.77, 1.77, 1.16], [2.09, 0.64, 0.36], [2.60, 2.49, 1.18], [0.87, 2.28, 0.79], [1.56, 1.44, 2.17], [2.71, 0.91, -0.32]]
}


{
  "formula": "C14H14N2OS",
  "method": "ωB97M-V/def2-TZVPD",
  "multiplicity": 1,
  "lumo_ev": -0.20,
  "e_homo_ev": -8.27,
  "symbols": ["C", "S", "N", "O", "C", "C", "C", "C", "C", "C", "C", "C", "C", "N", "C", "C", "C", "C", "H", "H", "H", "H", "H", "H", "H", "H", "H", "H", "H", "H", "H", "H"],
  "positions_angstrom": [[4.52, -0.11, 1.08], [-2.67, 1.43, 2.83], [3.48, -0.19, 0.56], [-1.39, -0.33, -2.18], [-1.42, 1.55, 1.75], [-1.38, 0.71, 0.53], [-2.56, 0.37, -0.08], [2.14, -0.62, -1.44], [0.94, -0.61, -2.15], [1.06, 0.18, 0.58], [2.24, -0.24, -0.07], [-0.22, -0.22, -1.48], [-0.17, 0.26, -0.15], [-0.44, 2.47, 2.06], [-0.52, 3.44, 3.16], [-3.75, 0.13, -2.29], [-2.88, -1.91, -1.00], [-2.63, -0.41, -1.38], [-3.51, 0.68, 0.30], [3.05, -0.96, -1.94], [0.83, -0.93, -3.17], [1.07, 0.44, 1.64], [0.38, 2.56, 1.44], [-1.36, 4.12, 2.98], [0.43, 3.97, 3.27], [-0.72, 2.92, 4.09], [-3.63, -0.21, -3.38], [-3.67, 1.22, -2.33], [-4.75, -0.13, -1.97], [-2.02, -2.38, -0.47], [-3.77, -2.05, -0.38], [-3.07, -2.47, -1.92]]
}


{
  "formula": "C14H14N4O4",
  "method": "ωB97M-V/def2-TZVPD",
  "multiplicity": 1,
  "smiles": "CCCc1c(C(=O)OC)[nH]c2c([N+](=O)[O-])cc3cn[nH]c3c12",
  "lumo_ev": -1.03,
  "e_homo_ev": -8.65,
  "symbols": ["C", "C", "C", "C", "C", "C", "O", "O", "C", "N", "C", "C", "N", "O", "O", "C", "C", "C", "N", "N", "C", "C", "H", "H", "H", "H", "H", "H", "H", "H", "H", "H", "H", "H", "H", "H"],
  "positions_angstrom": [[-0.76, 1.64, 1.23], [0.72, 1.88, 1.11], [1.54, 0.62, 1.39], [1.20, -0.46, 0.40], [1.70, -0.54, -0.91], [2.66, 0.25, -1.65], [3.14, 1.28, -1.14], [2.98, -0.21, -2.87], [3.84, 0.64, -3.67], [1.01, -1.61, -1.52], [0.08, -2.15, -0.68], [-0.82, -3.21, -0.86], [-0.96, -3.90, -2.08], [-0.30, -3.53, -3.04], [-1.80, -4.85, -2.11], [-1.62, -3.58, 0.24], [-1.48, -2.94, 1.48], [-2.05, -3.07, 2.84], [-1.58, -2.16, 3.70], [-0.68, -1.45, 2.95], [-0.58, -1.92, 1.62], [0.19, -1.51, 0.53], [-1.27, 2.60, 1.33], [-0.99, 1.09, 2.15], [-1.17, 1.07, 0.37], [0.98, 2.18, 0.07], [1.01, 2.67, 1.79], [1.41, 0.30, 2.40], [2.63, 0.84, 1.36], [3.98, 0.11, -4.60], [4.79, 0.82, -3.16], [3.36, 1.59, -3.87], [1.27, -2.00, -2.45], [-2.38, -4.32, 0.16], [-2.80, -3.81, 3.14], [-0.24, -0.62, 3.29]]
}


{
  "formula": "C14H15Cl4N2O4Ru",
  "method": "ωB97M-V/def2-TZVPD",
  "multiplicity": 5,
  "total_charge": 1,
  "lumo_ev": [-2.69, -5.63],
  "e_homo_ev": [-11.43, -11.83],
  "symbols": ["Ru", "Cl", "C", "C", "Cl", "C", "Cl", "C", "O", "C", "O", "C", "Cl", "C", "O", "H", "H", "H", "C", "C", "O", "H", "H", "H", "H", "H", "H", "N", "C", "C", "C", "C", "C", "N", "H", "H", "H", "H", "H", "H"],
  "positions_angstrom": [[-0.25, 0.24, -0.55], [1.77, -6.00, 1.08], [0.83, -4.66, 0.61], [-0.54, -4.87, 0.23], [-1.19, -6.45, 0.26], [-1.32, -3.82, -0.16], [-2.95, -3.99, -0.62], [-0.75, -2.52, -0.18], [-1.41, -1.48, -0.51], [0.63, -2.32, 0.21], [1.07, -1.09, 0.16], [1.40, -3.40, 0.60], [3.03, -3.12, 1.06], [-1.95, 2.65, -1.09], [-1.47, 1.35, -1.43], [-1.62, 3.37, -1.84], [-1.59, 2.98, -0.12], [-3.04, 2.65, -1.08], [-2.90, -0.52, 2.37], [-2.44, 0.84, 1.92], [-1.01, 0.89, 1.66], [-3.99, -0.52, 2.47], [-2.47, -0.79, 3.34], [-2.64, -1.29, 1.63], [-2.67, 1.60, 2.67], [-2.91, 1.13, 0.98], [-0.56, 0.47, 2.41], [1.05, 1.59, -3.01], [1.79, 1.90, -1.93], [3.05, 2.50, -2.04], [3.75, 2.81, -0.90], [3.20, 2.54, 0.36], [1.97, 1.94, 0.41], [1.28, 1.60, -0.71], [1.39, 1.83, -3.92], [0.05, 1.45, -2.92], [3.45, 2.71, -3.02], [4.72, 3.27, -0.98], [3.72, 2.80, 1.27], [1.49, 1.70, 1.34]]
}


{
  "formula": "C14H15N",
  "method": "ωB97M-V/def2-TZVPD",
  "multiplicity": 1,
  "smiles": "N#CC(=C1CCCCC1)c1ccccc1",
  "lumo_ev": 0.46,
  "e_homo_ev": -8.72,
  "symbols": ["N", "C", "C", "C", "C", "C", "C", "C", "C", "C", "C", "C", "C", "C", "C", "H", "H", "H", "H", "H", "H", "H", "H", "H", "H", "H", "H", "H", "H", "H"],
  "positions_angstrom": [[0.95, -0.35, -3.37], [0.37, -0.42, -2.36], [-0.18, -0.36, -1.05], [0.02, 0.85, -0.43], [0.60, 1.99, -1.19], [0.66, 3.25, -0.44], [1.25, 3.17, 0.95], [0.97, 1.85, 1.72], [-0.31, 1.13, 1.06], [-0.65, -1.67, -0.50], [-1.82, -1.95, 0.22], [-2.06, -3.14, 0.80], [-1.23, -4.25, 0.52], [-0.22, -4.01, -0.38], [0.15, -2.80, -0.77], [0.08, 2.10, -2.14], [1.66, 1.72, -1.42], [-0.29, 3.57, -0.45], [1.39, 3.87, -0.98], [2.34, 3.59, 0.94], [0.74, 3.93, 1.51], [0.73, 2.10, 2.79], [1.81, 1.19, 1.66], [-1.16, 1.71, 1.11], [-0.51, 0.24, 1.59], [-2.51, -1.16, 0.32], [-2.98, -3.32, 1.28], [-1.42, -5.32, 0.83], [0.49, -4.85, -0.60], [1.16, -2.68, -1.25]]
}


{
  "formula": "C14H15N",
  "method": "ωB97M-V/def2-TZVPD",
  "multiplicity": 3,
  "lumo_ev": [0.56, -0.82],
  "e_homo_ev": [-6.50, -7.82],
  "symbols": ["C", "C", "C", "C", "C", "C", "C", "C", "C", "C", "C", "C", "C", "C", "N", "H", "H", "H", "H", "H", "H", "H", "H", "H", "H", "H", "H", "H", "H", "H"],
  "positions_angstrom": [[-3.23, 0.22, -0.45], [-2.82, 1.48, -0.15], [-2.40, -0.88, -0.32], [-0.69, 2.87, 0.22], [0.61, 2.43, 0.41], [-1.49, 1.73, -0.02], [-1.00, -0.77, -0.07], [-0.60, 0.60, 0.04], [1.04, -1.94, 0.63], [-0.27, -1.99, 0.38], [1.86, 0.48, -0.13], [-1.08, -3.25, 0.64], [3.07, 0.82, 0.66], [2.08, 0.11, -1.63], [0.69, 1.08, 0.16], [-4.25, -0.03, -0.63], [-3.46, 2.31, -0.30], [-2.76, -1.91, -0.26], [-1.14, 3.86, 0.57], [1.54, 2.99, 0.34], [1.62, -2.46, 1.36], [-0.53, -3.90, 1.12], [-1.43, -3.71, -0.28], [-2.00, -3.02, 1.30], [3.93, 1.40, 0.08], [3.57, -0.09, 1.16], [2.85, 1.39, 1.51], [2.22, -0.88, -2.04], [2.90, 0.62, -2.20], [1.15, 0.47, -2.10]]
}


{
  "formula": "C14H15N3O2",
  "method": "ωB97M-V/def2-TZVPD",
  "multiplicity": 1,
  "smiles": "Cc1nn(CCC#N)c(C)c1Oc1ccccc1O",
  "lumo_ev": 0.54,
  "e_homo_ev": -8.56,
  "symbols": ["C", "C", "N", "N", "C", "C", "C", "N", "C", "C", "C", "O", "C", "C", "C", "C", "C", "C", "O", "H", "H", "H", "H", "H", "H", "H", "H", "H", "H", "H", "H", "H", "H", "H"],
  "positions_angstrom": [[2.50, -0.76, -2.35], [1.85, -0.56, -1.03], [2.18, -1.24, 0.05], [1.40, -0.80, 1.04], [1.55, -1.35, 2.37], [1.85, -2.85, 2.27], [2.08, -3.41, 3.57], [2.26, -3.85, 4.62], [0.56, 0.19, 0.64], [-0.40, 0.86, 1.55], [0.82, 0.36, -0.71], [0.27, 1.25, -1.61], [-1.07, 1.53, -1.49], [-1.47, 2.86, -1.54], [-2.80, 3.20, -1.47], [-3.76, 2.21, -1.32], [-3.38, 0.88, -1.28], [-2.04, 0.52, -1.38], [-1.73, -0.81, -1.37], [3.14, 0.09, -2.59], [3.12, -1.66, -2.31], [1.76, -0.86, -3.13], [2.37, -0.85, 2.89], [0.62, -1.19, 2.92], [1.02, -3.38, 1.80], [2.74, -2.99, 1.65], [0.10, 1.16, 2.48], [-1.23, 0.21, 1.80], [-0.80, 1.75, 1.07], [-0.70, 3.61, -1.65], [-3.10, 4.24, -1.51], [-4.80, 2.47, -1.25], [-4.11, 0.09, -1.20], [-0.79, -0.92, -1.54]]
}